The following is a quantum chemistry calculation of a 7-piece molecular cluster, C28H49N7 overall at a distorted geometry, from the Open Molecules 2025 dataset.

Results
Multiplicity: 1
Structure (SMILES): CCCC#N.CCCC#N.CCCC#N.CCCC#N.CCCC#N.CCCC#N.CCCC#N
Energy (a.u.): -1479.45582
Kohn-Sham gap (eV): 11.11

Geometry as XYZ:
```
84
C28H49N7 | the Open Molecules 2025 dataset | the ωB97M-V functional and the def2-TZVPD basis
C 13.0225 -2.3764 -16.8659
C 14.1763 -3.4106 -16.7763
C 13.8623 -4.7940 -16.1525
C 13.4484 -4.7623 -14.7061
N 13.1202 -4.7817 -13.5981
H 12.2335 -2.5327 -16.1303
H 12.4652 -2.4110 -17.8020
H 13.4567 -1.4176 -16.5826
H 14.9330 -2.9974 -16.1094
H 14.7121 -3.5641 -17.7130
H 14.8329 -5.2900 -16.1506
H 13.1365 -5.3240 -16.7693
C 13.9259 0.4127 -12.2402
C 13.8585 -0.5495 -13.4344
C 14.9727 -1.6326 -13.4867
C 15.7312 -1.8303 -12.2698
N 16.3529 -2.0468 -11.3722
H 14.6030 1.1972 -12.5781
H 14.3662 0.0238 -11.3220
H 12.9622 0.9074 -12.1198
H 13.6951 -0.0931 -14.4106
H 13.0392 -1.2653 -13.3676
H 15.5824 -1.5008 -14.3806
H 14.6050 -2.6550 -13.5740
C 11.2007 3.1075 -10.8052
C 10.4220 3.8048 -11.8650
C 11.2854 4.0096 -13.1123
C 12.4445 4.8915 -12.8745
N 13.3647 5.5850 -12.6610
H 11.3157 2.0599 -11.0834
H 10.6540 3.1382 -9.8627
H 12.1756 3.5766 -10.6723
H 10.0266 4.7553 -11.5066
H 9.6065 3.1344 -12.1361
H 10.7619 4.3760 -13.9953
H 11.7783 3.0898 -13.4271
C 10.5421 0.2227 -18.5198
C 11.6435 1.1440 -18.9862
C 12.9034 1.1974 -18.0503
C 12.6910 1.7229 -16.6780
N 12.4753 2.1905 -15.5990
H 9.6713 0.1138 -19.1662
H 10.1769 0.7609 -17.6452
H 10.8105 -0.7693 -18.1563
H 11.3252 2.1592 -19.2231
H 11.9845 0.7808 -19.9557
H 13.6569 1.9142 -18.3766
H 13.2948 0.1832 -17.9709
C 17.3371 -4.5036 -14.0714
C 17.8780 -5.9602 -13.9488
C 19.4357 -6.1396 -14.2530
C 20.3929 -5.3741 -13.4731
N 21.1891 -4.7958 -12.8984
H 17.5069 -4.3999 -15.1431
H 17.9211 -3.8101 -13.4663
H 16.2879 -4.3476 -13.8203
H 17.2720 -6.6248 -14.5646
H 17.6616 -6.3828 -12.9676
H 19.6460 -5.8001 -15.2672
H 19.8135 -7.1596 -14.1822
C 14.4708 -4.6433 -10.1618
C 13.3190 -4.0884 -9.3033
C 13.2324 -4.6409 -7.8470
C 13.4698 -6.0886 -7.6682
N 13.7465 -7.2018 -7.6096
H 15.3936 -4.1032 -9.9499
H 14.3521 -4.5942 -11.2442
H 14.6798 -5.6898 -9.9397
H 12.3839 -4.4010 -9.7680
H 13.2511 -3.0120 -9.1454
H 12.2668 -4.4524 -7.3776
H 13.9729 -4.2192 -7.1673
C 15.4971 4.3463 -15.3938
C 16.5732 4.5629 -14.3064
C 16.8011 3.3315 -13.3671
C 16.7812 2.0667 -14.0410
N 16.6750 1.1063 -14.6761
H 15.7942 3.5338 -16.0568
H 15.2564 5.1952 -16.0339
H 14.5768 4.1367 -14.8485
H 16.4068 5.4852 -13.7498
H 17.4725 4.7185 -14.9023
H 16.0937 3.3607 -12.5383
H 17.8338 3.3885 -13.0229
```